Molecular formula: C4H11N3O
Method: DFT, ωB97M-V/def2-TZVPD

Last columns: bonded neighbours and bond lengths (Å).
CARTESIAN COORDINATES (ANGSTROEM)
1 C -2.9458 -1.4427 -0.6577  C2 1.501, H10 1.086, H11 1.092, H12 1.093
2 C -1.6923 -0.8140 -0.1221  C1 1.501, N4 1.385, N5 1.275
3 N -0.5957 0.4113 1.4933  N5 1.406, H6 1.021, H7 1.013
4 N -0.5775 -0.9056 -0.9396  C2 1.385, H8 1.012, H9 1.007
5 N -1.7455 -0.2418 1.0163  C2 1.275, N3 1.406
6 H 0.2605 -0.1024 1.2818  N3 1.021
7 H -0.7040 0.5041 2.4960  N3 1.013
8 H 0.1994 -0.2727 -0.8005  N4 1.012
9 H -0.6875 -1.3907 -1.8146  N4 1.007
10 H -3.7417 -1.3500 0.0751  C1 1.086
11 H -3.2451 -0.9624 -1.5917  C1 1.092
12 H -2.7730 -2.4947 -0.8970  C1 1.093
13 C 2.4487 1.4989 0.5720  C14 1.296, O15 1.613, H17 1.082
14 C 3.5093 0.8043 0.3033  C13 1.296, H18 1.258, H19 1.074
15 O 1.6077 1.3248 -0.7929  C13 1.613, H16 0.968
16 H 1.3637 2.1992 -1.1281  O15 0.968
17 H 1.9265 1.9522 1.4046  C13 1.082
18 H 3.0295 0.6009 -0.8415  C14 1.258
19 H 4.3629 0.6814 0.9433  C14 1.074

- SMILES string: C/C(N)=N/N.C=CO
- Molecular weight: 117.152 g/mol
- E_HOMO: -7.8 eV
- Net charge: 0
- E_LUMO: 0.839 eV

***

Molecular formula: C4H11N3O2
Method: DFT, ωB97M-V/def2-TZVPD

Last columns: bonded neighbours and bond lengths (Å).
CARTESIAN COORDINATES (ANGSTROEM)
1 C 0.5047 -0.6246 -1.6299  C2 1.544, N5 1.431, H10 1.102, H11 1.089
2 C -0.9217 -0.5779 -1.0397  C1 1.544, O8 1.405, H12 1.093, H13 1.101
3 C -0.6892 1.5032 0.1429  C4 1.530, O8 1.419, H14 1.093, H15 1.095
4 C -0.8474 0.9893 1.5757  C3 1.530, O9 1.407, H16 1.100, H17 1.093
5 N 1.5024 -0.3223 -0.6492  C1 1.431, N7 1.262
6 N 2.8116 -1.2888 0.9329  N7 1.259, H18 1.022
7 N 1.9758 -1.3010 -0.0083  N5 1.262, N6 1.259, H19 1.046
8 O -1.4105 0.7160 -0.7913  C2 1.405, C3 1.419
9 O -2.2030 0.8402 1.9231  C4 1.407, H20 0.967
10 H 0.6527 -1.6289 -2.0590  C1 1.102
11 H 0.5872 0.1249 -2.4161  C1 1.089
12 H -1.6173 -0.9960 -1.7721  C2 1.093
13 H -0.9536 -1.1994 -0.1315  C2 1.101
14 H -1.1379 2.4957 0.0561  C3 1.093
15 H 0.3735 1.5504 -0.1178  C3 1.095
16 H -0.3167 0.0329 1.6966  C4 1.100
17 H -0.4091 1.7065 2.2739  C4 1.093
18 H 3.0930 -0.3321 1.1540  N6 1.022
19 H 1.6767 -2.2725 -0.2570  N7 1.046
20 H -2.6710 0.5844 1.1169  O9 0.967

- Molecular weight: 133.151 g/mol
- E_HOMO: -8.8 eV
- Net charge: 0
- E_LUMO: 0.681 eV

***

Molecular formula: C4H11N3O2
Method: DFT, ωB97M-V/def2-TZVPD

Last columns: bonded neighbours and bond lengths (Å).
CARTESIAN COORDINATES (ANGSTROEM)
1 C 1.7309 -0.7822 1.9078  N3 1.519, H7 1.092, H8 1.124, H13 1.083
2 C 1.1053 -1.4136 -0.3228  N3 1.321, N4 1.440, N5 1.304
3 N 0.7359 -0.7539 0.7601  C1 1.519, C2 1.321, H6 1.040
4 N 2.3386 -2.1575 -0.3415  C2 1.440, H9 1.006, H10 1.007
5 N 0.3423 -1.3820 -1.3793  C2 1.304, H12 1.018
6 H -0.2426 -0.5243 1.0269  N3 1.040
7 H 2.7062 -0.4741 1.5251  C1 1.092
8 H 1.8207 -1.8024 2.3716  C1 1.124
9 H 2.4374 -2.8686 0.3630  N4 1.006
10 H 2.5396 -2.4130 -1.2946  N4 1.007
11 H -0.4967 0.3921 -1.3099  O17 0.992
12 H 0.4006 -2.0237 -2.1681  N5 1.018
13 H 1.2902 -0.0641 2.5874  C1 1.083
14 C -2.1252 2.9212 -0.2048  C15 1.482, H18 1.096, H19 1.156, H20 1.128
15 C -1.6423 1.5257 -0.0775  C14 1.482, O16 1.200, O17 1.376
16 O -1.7954 0.6489 0.7279  C15 1.200
17 O -0.8800 1.3006 -1.2002  H11 0.992, C15 1.376
18 H -1.1985 3.4981 -0.3085  C14 1.096
19 H -2.6314 3.3003 0.7629  C14 1.156
20 H -2.6689 2.9701 -1.1923  C14 1.128

- SMILES string: [H]/N=C(\N)NC.CC(=O)O
- Molecular weight: 133.151 g/mol
- E_HOMO: -8.7 eV
- Net charge: 0
- E_LUMO: 0.817 eV

***

Molecular formula: C4H11N3O2
Method: DFT, ωB97M-V/def2-TZVPD

Last columns: bonded neighbours and bond lengths (Å).
CARTESIAN COORDINATES (ANGSTROEM)
1 C 2.1229 0.4557 -2.5725  C2 1.562, H5 1.073, H6 1.144, H7 1.084
2 C 0.9523 -0.4971 -2.1704  C1 1.562, O3 1.196, O4 1.347
3 O -0.2195 -0.3330 -1.9967  C2 1.196
4 O 1.6607 -1.5713 -1.7724  C2 1.347, H13 0.972
5 H 1.7915 1.4708 -2.4654  C1 1.073
6 H 2.2138 0.3148 -3.7041  C1 1.144
7 H 3.0371 0.0717 -2.1342  C1 1.084
8 C 0.3433 1.8280 2.1026  N10 1.453, H14 1.134, H15 1.097, H20 1.081
9 C -1.0943 -0.0069 1.6057  N10 1.276, N11 1.431, N12 1.400
10 N -0.3187 0.9149 1.1857  C8 1.453, C9 1.276
11 N -1.8389 -0.0976 2.8247  C9 1.431, H16 0.998, H17 0.998
12 N -1.6820 -0.7860 0.6016  C9 1.400, H18 1.001, H19 1.008
13 H 1.3335 -2.3457 -1.2846  O4 0.972
14 H 0.3785 1.4817 3.1822  C8 1.134
15 H 0.0050 2.8716 2.1239  C8 1.097
16 H -1.8536 0.7816 3.2968  N11 0.998
17 H -2.6454 -0.6793 2.9121  N11 0.998
18 H -1.9309 -1.7457 0.7429  N12 1.001
19 H -1.3933 -0.6015 -0.3467  N12 1.008
20 H 1.3674 1.9959 1.8006  C8 1.081

- SMILES string: CN=C(N)N.CC(=O)O
- Molecular weight: 133.151 g/mol
- E_HOMO: -8.3 eV
- Net charge: 0
- E_LUMO: 0.672 eV

***

Molecular formula: C4H11N3O2
Method: DFT, ωB97M-V/def2-TZVPD

Last columns: bonded neighbours and bond lengths (Å).
CARTESIAN COORDINATES (ANGSTROEM)
1 C 2.7617 -1.0287 0.0530  N3 1.548, H7 1.158, H8 1.136, H13 1.146
2 C 1.1277 0.5181 -1.1763  N3 1.405, N4 1.285, N5 1.443
3 N 1.5575 -0.0555 0.0321  C1 1.548, C2 1.405, H6 1.004
4 N -0.0638 0.9985 -1.1686  C2 1.285, H10 1.104
5 N 1.9013 0.5491 -2.3941  C2 1.443, H11 0.970, H12 0.955
6 H 0.8069 -0.3051 0.6506  N3 1.004
7 H 3.3201 -1.0596 -0.9614  C1 1.158
8 H 2.2249 -2.0297 0.0273  C1 1.136
9 H -1.1808 0.8274 -0.3043  O17 1.138
10 H -0.3110 1.8988 -1.7570  N4 1.104
11 H 2.7976 0.1837 -2.4618  N5 0.970
12 H 1.8932 1.3792 -2.8666  N5 0.955
13 H 3.5089 -0.8105 0.8937  C1 1.146
14 C -3.4827 -0.3199 1.9012  C15 1.534, H18 1.148, H19 1.126, H20 1.141
15 C -2.0886 -0.0005 1.3456  C14 1.534, O16 1.162, O17 1.340
16 O -1.0936 -0.1366 1.9296  C15 1.162
17 O -2.1977 0.6175 0.1614  H9 1.138, C15 1.340
18 H -3.4186 -0.9916 2.8297  C14 1.148
19 H -4.0039 -0.8501 1.0552  C14 1.126
20 H -4.0591 0.6152 2.2106  C14 1.141

- SMILES string: [H]/N=C(\N)NC.CC(=O)O
- Molecular weight: 133.151 g/mol
- E_HOMO: -9.4 eV
- Net charge: 0
- E_LUMO: 0.597 eV

***

Molecular formula: C4H11N3O2
Method: DFT, ωB97M-V/def2-TZVPD

Last columns: bonded neighbours and bond lengths (Å).
CARTESIAN COORDINATES (ANGSTROEM)
1 C -1.1008 -1.5019 -1.3138  N4 1.399, H11 1.140, H12 1.051, H13 1.077
2 C -1.3440 0.9276 -1.5032  N3 1.264, N4 1.444, N5 1.440
3 N -0.1752 1.1255 -1.0643  C2 1.264, H7 1.044
4 N -1.9304 -0.3915 -1.5056  C1 1.399, C2 1.444, H8 0.975
5 N -2.0544 1.7751 -2.4260  C2 1.440, H9 1.061, H10 1.052
6 H 1.1814 -0.4149 0.1526  O16 0.813
7 H 0.1169 2.1180 -1.2079  N3 1.044
8 H -2.6217 -0.4988 -2.1849  N4 0.975
9 H -3.0179 1.4718 -2.7519  N5 1.061
10 H -1.8970 2.7971 -2.2337  N5 1.052
11 H -0.0769 -1.5110 -1.8160  C1 1.140
12 H -1.5530 -2.3961 -1.6316  C1 1.051
13 H -0.7456 -1.5617 -0.2989  C1 1.077
14 C 2.1923 -1.1243 3.1984  C15 1.533, H18 1.155, H19 1.105, H20 1.066
15 C 1.8001 -0.3293 1.9471  C14 1.533, O16 1.456, O17 1.142
16 O 1.2429 -0.9552 0.7569  H6 0.813, C15 1.456
17 O 1.4840 0.7638 2.0482  C15 1.142
18 H 1.4418 -0.7387 3.9864  C14 1.155
19 H 3.2282 -0.9859 3.5560  C14 1.105
20 H 1.9631 -2.1445 2.9889  C14 1.066

- SMILES string: [H]/N=C(\N)NC.CC(=O)O
- Molecular weight: 133.151 g/mol
- E_HOMO: -9.0 eV
- Net charge: 0
- E_LUMO: 0.829 eV

***

Molecular formula: C4H11N3O2
Method: DFT, ωB97M-V/def2-TZVPD

Last columns: bonded neighbours and bond lengths (Å).
CARTESIAN COORDINATES (ANGSTROEM)
1 C 1.4633 -1.0076 3.2888  N4 1.470, H11 1.087, H12 1.093, H13 1.083
2 C -0.0176 -1.1364 1.3077  N3 1.306, N4 1.340, N5 1.346
3 N -0.4236 -0.5426 0.2171  C2 1.306, H6 1.035, H7 1.024
4 N 0.6108 -0.4164 2.2476  C1 1.470, C2 1.340, H8 1.009
5 N -0.1513 -2.4657 1.4732  C2 1.346, H9 1.004, H10 1.010
6 H -0.3473 0.4148 -0.1680  N3 1.035
7 H -1.2356 -0.7998 -0.3521  N3 1.024
8 H 0.5964 0.5784 2.0822  N4 1.009
9 H 0.2947 -3.0962 2.1152  N5 1.004
10 H -0.7185 -2.9452 0.7893  N5 1.010
11 H 2.4234 -1.3266 2.8919  C1 1.087
12 H 0.9113 -1.8862 3.6322  C1 1.093
13 H 1.6089 -0.2881 4.0851  C1 1.083
14 C 0.6235 2.2807 -1.7654  C15 1.598, H18 1.087, H19 1.083, H20 1.095
15 C -0.5536 1.3633 -2.3373  C14 1.598, O16 1.258, O17 1.235
16 O -1.4975 1.1137 -1.5439  C15 1.258
17 O -0.4341 1.0249 -3.5188  C15 1.235
18 H 0.8848 3.0526 -2.4842  C14 1.087
19 H 1.5070 1.6999 -1.5322  C14 1.083
20 H 0.2961 2.7785 -0.8463  C14 1.095

- Molecular weight: 133.151 g/mol
- E_HOMO: -7.3 eV
- Net charge: 0
- E_LUMO: -0.279 eV

***

Molecular formula: C4H11N3O2
Method: DFT, ωB97M-V/def2-TZVPD

Last columns: bonded neighbours and bond lengths (Å).
CARTESIAN COORDINATES (ANGSTROEM)
1 C -0.0794 -1.7910 1.7967  C2 1.492, H5 1.096, H6 1.078, H7 1.110
2 C -1.1917 -1.0060 1.1873  C1 1.492, O3 1.377, O4 1.200
3 O -2.1576 -1.8448 0.6784  C2 1.377, H13 0.993
4 O -1.4806 0.1567 1.2508  C2 1.200
5 H 0.2313 -1.1750 2.6489  C1 1.096
6 H 0.7399 -2.2234 1.2447  C1 1.078
7 H -0.4715 -2.6985 2.3009  C1 1.110
8 C 2.1063 0.0010 0.2825  N10 1.426, H18 1.084, H19 1.137, H20 1.146
9 C 0.7342 1.1342 -1.2548  N10 1.263, N11 1.376, N12 1.466
10 N 0.9738 0.0937 -0.5796  C8 1.426, C9 1.263
11 N 1.5673 2.0420 -1.8671  C9 1.376, H14 1.025, H15 1.021
12 N -0.6542 1.2655 -1.7061  C9 1.466, H16 1.015, H17 1.013
13 H -3.0383 -1.4361 0.4681  O3 0.993
14 H 2.4760 2.2682 -1.4502  N11 1.025
15 H 1.2421 2.8382 -2.4166  N11 1.021
16 H -0.9581 0.3441 -2.0036  N12 1.015
17 H -1.1337 1.6467 -0.8997  N12 1.013
18 H 3.0462 0.4495 -0.0169  C8 1.084
19 H 2.3030 -1.0481 0.6745  C8 1.137
20 H 1.8347 0.6764 1.1677  C8 1.146

- SMILES string: CN=C(N)N.CC(=O)O
- Molecular weight: 133.151 g/mol
- E_HOMO: -8.5 eV
- Net charge: 0
- E_LUMO: 0.796 eV

***

Molecular formula: C4H11N4
Method: DFT, ωB97M-V/def2-TZVPD

Last columns: bonded neighbours and bond lengths (Å).
CARTESIAN COORDINATES (ANGSTROEM)
1 C 0.2367 1.3101 -0.1892  N5 1.229, N6 1.497, N7 1.350
2 C 0.1245 -0.9377 -0.3658  N7 1.436, N8 1.463, H9 1.198, H10 1.060
3 C -1.0925 0.4792 -2.0715  N7 1.437, H11 1.046, H12 1.149, H13 1.117
4 C 0.0837 -1.1796 2.0891  N8 1.485, H14 1.061, H15 1.080, H16 1.096
5 N 0.2234 2.5391 -0.1779  C1 1.229, H17 0.947
6 N 1.0169 0.6404 0.8988  C1 1.497, N8 1.379, H18 1.023
7 N -0.4290 0.3112 -0.8077  C1 1.350, C2 1.436, C3 1.437
8 N 0.8390 -0.7275 0.8934  C2 1.463, C4 1.485, N6 1.379, H19 0.977
9 H -0.8377 -1.6494 -0.3241  C2 1.198
10 H 0.7161 -1.3160 -1.1599  C2 1.060
11 H -1.1925 1.4839 -2.3460  C3 1.046
12 H -0.5175 -0.2790 -2.7162  C3 1.149
13 H -2.1488 0.1385 -1.9475  C3 1.117
14 H 0.2215 -2.2190 2.2523  C4 1.061
15 H 0.4535 -0.6142 2.9322  C4 1.080
16 H -0.9785 -1.0203 1.8696  C4 1.096
17 H -0.1307 3.0124 -0.9183  N5 0.947
18 H 1.7329 1.2382 1.3195  N6 1.023
19 H 1.6788 -1.2103 0.7693  N8 0.977

- SMILES string: [H]/N=C1/N[N@@H+](C)CN1C
- Molecular weight: 115.160 g/mol
- E_HOMO: -13.3 eV
- Net charge: +1
- E_LUMO: -3.290 eV

***

Molecular formula: C4H11N4
Method: DFT, ωB97M-V/def2-TZVPD

Last columns: bonded neighbours and bond lengths (Å).
CARTESIAN COORDINATES (ANGSTROEM)
1 C 1.0677 1.4380 -1.3990  C2 1.328, N4 1.408, H5 1.087
2 C 1.5007 0.7068 -2.4199  C1 1.328, H6 1.085, H7 1.081
3 C 0.8111 1.8193 0.9212  N4 1.283, H8 1.081, H9 1.082
4 N 1.2098 1.0763 -0.0461  C1 1.408, C3 1.283, H10 1.018
5 H 0.6556 2.4354 -1.5283  C1 1.087
6 H 1.9830 -0.2563 -2.2912  C2 1.085
7 H 1.4279 1.1308 -3.4121  C2 1.081
8 H 0.9853 1.5134 1.9428  C3 1.081
9 H 0.3404 2.7730 0.7213  C3 1.082
10 H 1.5943 0.1624 0.1852  N4 1.018
11 N -0.7046 -1.9691 1.6915  C12 1.340, H15 1.013, H16 1.014
12 C -1.3171 -1.4774 0.6062  N11 1.340, N13 1.365, N14 1.349
13 N -2.3369 -0.6031 0.8510  C12 1.365, H17 1.015, H18 1.018
14 N -1.0233 -1.8325 -0.6616  C12 1.349, H19 1.029
15 H 0.1239 -2.5408 1.5806  N11 1.013
16 H -0.8936 -1.5151 2.5778  N11 1.014
17 H -2.0643 0.2103 1.3934  N13 1.015
18 H -2.7743 -0.3082 -0.0200  N13 1.018
19 H -0.5855 -2.7633 -0.6928  N14 1.029

- Spin multiplicity: 2
- Molecular weight: 115.160 g/mol
- E_HOMO (spin up / spin down): -18.3 / -18.3 eV
- Expectation value of S²: 0.759
- Net charge: +2
- E_LUMO (spin up / spin down): -9.001 / -11.675 eV

***

Respective energy above the lowest of the compared OMol25 structures with the same formula, charge and spin values: 462.42 428.27 92.70 168.13 172.53 287.46 181.94 181.20 363.83 0.00 kJ/mol.
Respective largest force on an atom values: 4.00 1.23 4.26 3.57 5.91 16.16 1.98 2.95 5.80 2.65 eV/A.
Respective DFT total energy values: -10840.419 -12888.391 -12891.869 -12891.087 -12891.042 -12889.851 -12890.944 -12890.952 -10277.419 -10266.880 eV.